The following is a DFT calculation (ωB97M-V/def2-TZVPD) of C29H36FHfN10O5Si as an isolated structure at a distorted geometry.

Summary:
- total charge = +1
- E_tot (Eh) = -2487.7689
- E_LUMO (eV) = -3.0

Each line ends with the Löwdin charge.
Cartesian coordinates (Å):
Hf: -0.187 0.214 -0.354  1.726
C: -8.303 -10.431 -2.842  -0.072
O: -6.920 -10.707 -2.681  -0.071
C: -6.092 -9.669 -2.419  -0.276
C: -4.746 -9.996 -2.262  0.008
C: -3.832 -8.998 -1.997  -0.019
C: -4.247 -7.678 -1.879  -0.260
C: -5.583 -7.350 -2.036  -0.020
C: -6.513 -8.342 -2.308  -0.010
N: -3.207 -6.732 -1.600  0.069
N: -3.578 -5.562 -1.442  0.065
C: -2.494 -4.644 -1.191  -0.192
C: -1.212 -5.022 -0.906  0.001
C: -0.201 -4.069 -0.655  0.026
C: -0.492 -2.729 -0.680  -0.360
O: 0.396 -1.765 -0.461  -0.239
C: -1.826 -2.326 -0.976  -0.165
N: -2.054 -0.972 -1.019  -0.002
C: -3.258 -0.542 -1.326  -0.102
C: -4.327 -1.414 -1.591  -0.022
C: -4.119 -2.764 -1.540  0.033
C: -2.832 -3.265 -1.233  -0.087
H: -8.780 -11.388 -3.028  0.095
H: -8.475 -9.770 -3.694  0.097
H: -8.723 -9.987 -1.936  0.096
H: -4.445 -11.030 -2.356  0.123
H: -2.781 -9.226 -1.877  0.115
H: -5.902 -6.321 -1.949  0.101
H: -7.551 -8.077 -2.434  0.103
H: -0.971 -6.075 -0.881  0.111
H: 0.812 -4.382 -0.443  0.124
H: -3.397 0.531 -1.368  0.111
H: -5.293 -0.998 -1.836  0.113
H: -4.920 -3.462 -1.741  0.115
C: -2.471 -0.854 4.986  -0.030
N: -1.722 -1.247 3.799  -0.132
C: -1.158 -2.590 3.721  -0.016
C: -1.557 -0.419 2.744  -0.376
N: -0.864 -0.713 1.693  0.069
N: -2.193 0.807 2.856  0.170
C: -2.303 1.762 1.866  -0.454
N: -2.879 2.916 2.289  0.182
N: -1.941 1.531 0.655  0.058
H: -2.428 -1.668 5.701  0.094
H: -3.524 -0.667 4.762  0.102
H: -2.030 0.018 5.474  0.099
H: -1.571 -3.185 4.529  0.094
H: -0.070 -2.579 3.816  0.107
H: -1.431 -3.076 2.782  0.097
H: -0.421 -1.619 1.776  0.058
H: -2.614 1.026 3.741  0.120
H: -2.971 3.118 3.269  0.114
H: -2.895 3.705 1.667  0.121
H: -2.070 2.360 0.082  0.081
C: 3.136 -1.568 -3.060  -0.154
Si: 1.924 -0.163 -3.099  0.398
C: 0.287 -0.816 -3.714  -0.154
C: 2.441 1.142 -4.314  -0.160
N: 1.722 0.428 -1.452  -0.191
C: 2.822 0.810 -0.696  -0.302
C: 4.063 1.226 -1.205  -0.022
C: 5.079 1.674 -0.372  -0.074
C: 4.911 1.732 1.004  -0.089
C: 3.710 1.301 1.554  -0.017
C: 2.751 0.848 0.692  -0.192
F: 1.545 0.352 1.234  -0.056
H: 3.171 -2.087 -4.022  0.038
H: 2.816 -2.281 -2.296  0.032
H: 4.152 -1.251 -2.821  0.031
H: 0.510 -1.570 -4.473  0.046
H: -0.318 -0.034 -4.175  0.038
H: -0.334 -1.322 -2.971  0.000
H: 2.378 0.691 -5.309  0.042
H: 3.458 1.510 -4.189  0.026
H: 1.765 2.000 -4.301  0.028
H: 4.225 1.222 -2.272  0.083
H: 6.015 1.996 -0.808  0.109
H: 5.698 2.097 1.647  0.104
H: 3.532 1.300 2.621  0.120
O: 0.815 3.206 -2.155  0.204
N: 0.291 2.443 -1.453  -0.498
O: -0.687 1.599 -1.884  -0.179
O: 0.418 2.365 -0.183  -0.103

=====

The following is a DFT calculation (ωB97M-V/def2-TZVPD) of C29H36FN3O2Sn as an isolated structure.

Summary:
- E_tot (Eh) = -1755.4865
- E_LUMO (eV) = 0.1

Each line ends with the Löwdin charge.
Cartesian coordinates (Å):
Sn: -1.353 0.116 0.347  1.460
C: -5.343 -0.652 0.580  -0.046
C: -4.313 -1.103 1.580  -0.352
C: -3.727 -2.362 1.472  -0.084
C: -2.753 -2.772 2.370  -0.112
C: -2.359 -1.933 3.405  -0.113
C: -2.951 -0.687 3.538  -0.113
C: -3.914 -0.274 2.625  -0.111
H: -6.268 -1.220 0.695  0.084
H: -4.979 -0.806 -0.438  0.076
H: -5.571 0.405 0.706  0.077
H: -4.047 -3.030 0.680  0.119
H: -2.304 -3.753 2.270  0.106
H: -1.609 -2.259 4.114  0.102
H: -2.670 -0.038 4.358  0.105
H: -4.379 0.699 2.736  0.112
C: 1.974 0.841 -3.644  -0.056
C: 0.994 0.042 -2.782  -0.383
C: -0.090 -0.607 -3.647  -0.058
C: 1.688 -1.020 -1.960  -0.150
C: 2.464 -1.969 -2.621  -0.041
C: 3.116 -2.972 -1.933  -0.069
C: 2.986 -3.049 -0.556  -0.037
C: 2.231 -2.121 0.145  -0.138
C: 2.055 -2.267 1.646  -0.362
C: 3.281 -2.858 2.346  -0.072
C: 0.806 -3.112 1.923  -0.054
C: 1.574 -1.090 -0.562  -0.210
N: 0.856 -0.116 0.199  -0.145
C: 1.663 0.802 0.850  -0.273
C: 2.960 1.148 0.425  0.001
C: 3.715 2.098 1.088  -0.084
C: 3.226 2.745 2.215  -0.094
C: 1.969 2.400 2.689  -0.028
C: 1.245 1.448 2.013  -0.247
F: -0.012 1.130 2.496  -0.059
H: 1.436 1.608 -4.207  0.075
H: 2.490 0.203 -4.362  0.073
H: 2.722 1.332 -3.019  0.076
H: 0.522 0.748 -2.096  0.098
H: 0.354 -1.301 -4.364  0.080
H: -0.657 0.147 -4.193  0.075
H: -0.799 -1.160 -3.030  0.072
H: 2.561 -1.915 -3.699  0.109
H: 3.724 -3.693 -2.465  0.102
H: 3.484 -3.849 -0.024  0.105
H: 1.890 -1.280 2.073  0.116
H: 3.391 -3.924 2.139  0.072
H: 3.180 -2.740 3.426  0.078
H: 4.189 -2.344 2.028  0.085
H: 0.904 -4.095 1.458  0.089
H: -0.078 -2.621 1.513  0.040
H: 0.661 -3.247 2.997  0.079
H: 3.357 0.652 -0.451  0.115
H: 4.701 2.345 0.715  0.104
H: 3.804 3.510 2.714  0.100
H: 1.549 2.860 3.574  0.122
C: -0.875 4.516 -1.160  0.004
C: -1.315 3.114 -0.880  -0.280
N: -1.230 2.592 0.296  -0.073
O: -0.741 3.457 1.266  -0.045
C: -1.923 2.326 -1.932  -0.317
C: -2.286 2.910 -3.264  -0.026
N: -2.182 1.084 -1.615  -0.287
O: -2.840 0.300 -2.355  -0.168
H: -0.184 4.852 -0.393  0.080
H: -1.735 5.188 -1.168  0.102
H: -0.394 4.564 -2.135  0.088
H: -0.701 2.912 2.059  0.070
H: -2.826 3.852 -3.158  0.080
H: -2.916 2.195 -3.788  0.073
H: -1.396 3.097 -3.870  0.080

=====

The following is a DFT calculation (ωB97M-V/def2-TZVPD) of C29H36HfN5S2Sb as an isolated structure.

Summary:
- total charge = +2
- E_tot (Eh) = -2484.6411
- E_LUMO (eV) = -6.3

Each line ends with the Löwdin charge.
Cartesian coordinates (Å):
Hf: -0.152 -0.796 0.343  1.334
N: 0.899 -4.158 3.221  0.103
C: 0.460 -3.393 2.214  -0.780
S: 0.495 -1.645 2.571  0.579
N: 0.081 -3.991 1.123  0.070
N: -0.391 -3.074 0.104  -0.229
C: -2.302 -0.984 -0.227  -0.238
C: -2.011 -0.325 -1.567  -0.294
C: -2.919 -0.040 -2.585  0.027
C: -2.443 0.515 -3.755  0.000
C: -1.077 0.764 -3.911  -0.015
C: -0.229 0.470 -2.871  -0.088
N: -0.702 -0.047 -1.720  -0.047
H: 1.120 -3.768 4.119  0.098
H: 0.875 -5.161 3.113  0.125
H: -3.085 -0.437 0.306  0.109
H: -3.966 -0.268 -2.449  0.129
H: -3.127 0.748 -4.561  0.130
H: -0.687 1.181 -4.827  0.124
H: 0.840 0.630 -2.931  0.112
S: 0.942 -4.194 -2.136  1.229
C: 2.252 -3.170 -2.658  -0.421
C: 3.144 -3.403 -3.704  -0.053
C: 4.125 -2.462 -3.926  -0.041
C: 4.230 -1.314 -3.129  -0.040
C: 3.346 -1.075 -2.099  -0.011
C: 2.342 -2.016 -1.872  -0.275
N: 1.346 -1.969 -0.891  -0.003
C: 0.605 -3.051 -0.932  -0.613
C: -1.750 -3.450 -0.318  -0.193
C: -2.063 -4.792 -0.485  -0.019
C: -3.377 -5.137 -0.750  -0.039
C: -4.355 -4.151 -0.805  -0.040
C: -4.020 -2.819 -0.628  -0.019
C: -2.697 -2.435 -0.406  -0.189
H: 3.079 -4.290 -4.318  0.125
H: 4.838 -2.617 -4.724  0.123
H: 5.029 -0.612 -3.320  0.120
H: 3.448 -0.206 -1.466  0.098
H: -1.304 -5.550 -0.357  0.114
H: -3.643 -6.176 -0.876  0.120
H: -5.388 -4.424 -0.973  0.120
H: -4.793 -2.062 -0.657  0.121
C: 2.292 1.696 3.504  -0.142
C: 0.857 2.209 3.396  -0.566
C: 0.696 3.605 3.991  -0.115
Sb: 0.180 2.015 1.398  1.469
C: 1.368 3.171 0.060  -0.565
C: 1.890 4.474 0.662  -0.121
C: 2.499 2.349 -0.536  -0.160
C: -1.756 2.884 1.242  -0.576
C: -2.659 2.350 2.345  -0.139
C: -1.719 4.410 1.211  -0.124
H: 2.606 1.694 4.548  0.093
H: 2.987 2.343 2.967  0.072
H: 2.413 0.681 3.125  0.040
H: 0.190 1.527 3.936  0.084
H: 1.328 4.339 3.491  0.072
H: 0.997 3.579 5.039  0.094
H: -0.338 3.959 3.960  0.063
H: 0.649 3.410 -0.733  0.088
H: 2.617 4.284 1.450  0.074
H: 1.098 5.098 1.077  0.066
H: 2.396 5.059 -0.109  0.093
H: 3.230 2.058 0.222  0.085
H: 3.031 2.917 -1.301  0.096
H: 2.132 1.434 -1.015  0.016
H: -2.113 2.527 0.268  0.076
H: -2.345 2.717 3.324  0.077
H: -2.677 1.256 2.397  0.062
H: -3.685 2.686 2.193  0.092
H: -1.347 4.831 2.150  0.074
H: -2.729 4.797 1.061  0.093
H: -1.104 4.798 0.400  0.066

=====

The following is a DFT calculation (ωB97M-V/def2-TZVPD) of C29H36HgN8 as an isolated structure at a distorted geometry.

Summary:
- total charge = -2
- E_tot (Eh) = -1717.8545
- E_LUMO (spin up / spin down) (eV) = 4.7 / 4.9

Each line ends with the Löwdin charge.
Cartesian coordinates (Å):
Hg: -0.024 0.318 0.185  1.337
N: 0.850 -3.007 3.020  0.063
N: 0.593 -2.525 -0.575  -0.109
C: 1.310 2.112 0.475  -0.400
C: 2.481 1.346 0.863  -0.281
C: 2.298 0.916 2.200  -0.252
C: 3.152 -0.043 2.945  -0.056
H: 3.998 -0.371 2.332  0.061
H: 2.576 -0.943 3.223  0.062
H: 3.549 0.404 3.869  0.073
C: 1.089 1.450 2.702  -0.262
C: 0.580 1.290 4.083  -0.060
H: 1.100 1.944 4.801  0.073
H: 0.701 0.254 4.431  0.072
H: -0.487 1.531 4.136  0.062
C: 0.424 2.146 1.639  -0.367
C: -0.725 3.075 1.812  -0.080
H: -1.467 2.658 2.507  0.064
H: -1.239 3.260 0.862  0.062
H: -0.405 4.048 2.219  0.079
C: 3.621 1.014 -0.023  -0.079
H: 4.486 1.670 0.166  0.073
H: 3.350 1.114 -1.083  0.058
H: 3.954 -0.025 0.124  0.066
C: 1.191 2.990 -0.732  -0.088
H: 0.142 3.243 -0.939  0.064
H: 1.559 2.476 -1.632  0.062
H: 1.746 3.936 -0.632  0.076
C: 0.200 -3.516 4.067  -0.208
H: 0.683 -3.417 5.045  0.084
C: -1.052 -4.149 3.984  -0.159
H: -1.509 -4.550 4.889  0.068
C: -1.672 -4.245 2.735  -0.131
H: -2.650 -4.705 2.627  0.089
C: -1.000 -3.761 1.620  -0.059
H: -1.399 -3.838 0.613  0.090
C: 0.296 -3.169 1.784  -0.336
C: 1.088 -2.752 0.698  -0.173
H: 2.138 -2.505 0.865  0.086
C: -0.095 -1.380 -0.956  -0.186
C: 0.809 -3.325 -1.718  -0.026
H: 1.192 -4.327 -1.667  0.113
C: 0.503 -2.573 -2.780  -0.078
H: 0.597 -2.784 -3.828  0.104
N: 0.071 -1.333 -2.309  -0.035
C: -0.069 -0.161 -3.094  -0.165
C: 0.989 0.234 -3.936  -0.212
C: 0.801 1.364 -4.737  -0.127
H: 1.591 1.657 -5.433  0.053
C: -0.369 2.120 -4.666  -0.285
C: -0.603 3.263 -5.605  -0.266
H: -1.149 4.067 -5.101  0.052
H: -1.202 2.951 -6.472  0.048
H: 0.347 3.653 -5.978  0.024
C: -1.352 1.764 -3.736  -0.037
H: -2.255 2.376 -3.651  0.107
C: -1.224 0.619 -2.944  -0.219
C: -2.328 0.246 -1.998  -0.092
H: -2.536 -0.831 -1.981  0.085
H: -3.242 0.785 -2.292  0.077
H: -2.152 0.555 -0.949  0.001
C: 2.300 -0.482 -3.995  -0.151
H: 2.220 -1.454 -4.500  0.042
H: 2.758 -0.638 -3.008  0.078
H: 3.001 0.131 -4.577  0.040
N: -5.270 0.465 1.718  0.012
N: -4.108 -0.260 1.893  -0.374
N: -3.846 -0.748 3.142  0.006
C: -2.511 -0.829 3.104  -0.315
N: -1.983 -0.342 1.971  -0.099
N: -2.994 0.111 1.224  -0.080
H: -5.487 0.571 0.740  0.048
H: -6.011 0.080 2.289  0.049
H: -1.913 -1.218 3.927  0.083

=====

The following is a DFT calculation (ωB97M-V/def2-TZVPD) of C29H36LuN11O5S as an isolated structure at a distorted geometry.

Summary:
- total charge = +2
- E_tot (Eh) = -3738.6784
- E_LUMO (eV) = -4.4

Each line ends with the Löwdin charge.
Cartesian coordinates (Å):
Lu: -0.659 0.574 0.434  1.756
N: 7.792 -1.356 6.832  0.187
C: 6.764 -1.313 6.320  -0.163
C: 5.474 -1.253 5.677  -0.210
C: 4.435 -2.071 6.112  0.004
C: 3.201 -2.016 5.489  0.006
C: 3.004 -1.134 4.439  -0.172
C: 4.030 -0.309 4.004  -0.001
C: 5.266 -0.373 4.619  -0.003
N: 1.725 -1.076 3.793  0.009
C: 0.497 -1.356 4.361  -0.012
C: -0.422 -1.165 3.385  -0.111
N: 0.213 -0.781 2.219  -0.049
C: 1.498 -0.738 2.513  -0.137
H: 4.599 -2.758 6.931  0.133
H: 2.410 -2.680 5.814  0.120
H: 3.868 0.406 3.207  0.114
H: 6.072 0.269 4.291  0.130
H: 0.381 -1.627 5.395  0.132
H: -1.488 -1.282 3.446  0.091
H: 2.278 -0.485 1.814  0.122
C: 1.143 0.850 -6.841  -0.027
C: 1.492 0.940 -5.382  -0.242
C: 2.813 0.821 -4.949  -0.007
C: 3.139 0.917 -3.608  -0.031
C: 2.120 1.132 -2.684  -0.291
C: 0.792 1.255 -3.084  -0.056
C: 0.493 1.159 -4.430  -0.015
S: 2.603 1.213 -1.011  0.680
O: 1.462 0.824 -0.179  -0.447
O: 3.775 0.416 -0.787  -0.266
N: 2.998 2.747 -0.748  -0.107
C: 1.996 3.837 -0.757  -0.154
C: 1.142 3.944 0.509  -0.052
C: 0.102 2.863 0.581  -0.648
O: -0.083 2.216 1.660  -0.106
O: -0.526 2.521 -0.470  -0.137
H: 2.032 0.761 -7.462  0.086
H: 0.591 1.736 -7.160  0.096
H: 0.504 -0.014 -7.035  0.090
H: 3.600 0.662 -5.675  0.127
H: 4.167 0.825 -3.278  0.126
H: 0.013 1.475 -2.371  0.088
H: -0.535 1.282 -4.756  0.130
H: 3.792 2.830 -0.121  0.137
H: 1.355 3.703 -1.628  0.123
H: 2.552 4.757 -0.908  0.134
H: 0.619 4.904 0.500  0.147
H: 1.748 3.908 1.413  0.134
C: 0.731 -3.691 -3.793  0.016
N: 0.221 -2.768 -2.790  -0.065
C: -1.144 -2.266 -2.796  0.002
C: -1.082 -1.318 -1.624  -0.482
O: -1.980 -0.572 -1.198  -0.061
N: 0.128 -1.337 -1.056  0.097
C: 0.889 -2.174 -1.798  -0.365
N: 2.176 -2.362 -1.546  0.259
H: 0.015 -4.499 -3.937  0.106
H: 1.666 -4.139 -3.465  0.091
H: 0.893 -3.185 -4.745  0.103
H: -1.880 -3.054 -2.634  0.154
H: -1.387 -1.740 -3.722  0.151
H: 2.645 -1.757 -0.889  0.102
H: 2.750 -2.923 -2.151  0.122
C: -6.632 -1.191 0.557  -0.070
C: -7.071 0.244 0.832  -0.406
C: -7.105 1.080 -0.445  -0.067
C: -6.221 0.895 1.926  -0.080
N: -4.772 0.820 1.650  -0.062
C: -3.885 -0.087 2.057  -0.082
N: -2.727 0.216 1.522  -0.051
N: -2.945 1.322 0.778  -0.077
N: -4.162 1.694 0.840  0.145
H: -7.352 -1.681 -0.099  0.090
H: -6.570 -1.786 1.474  0.083
H: -5.662 -1.221 0.051  0.075
H: -8.078 0.217 1.257  0.145
H: -6.109 1.184 -0.882  0.069
H: -7.498 2.081 -0.256  0.087
H: -7.746 0.604 -1.187  0.088
H: -6.371 0.399 2.883  0.135
H: -6.462 1.949 2.038  0.136
H: -4.106 -0.912 2.715  0.152

=====

The following is a DFT calculation (ωB97M-V/def2-TZVPD) of C29H36N2OP2Pr as an isolated structure at a distorted geometry.

Summary:
- total charge = +1
- E_tot (Eh) = -2510.8671
- expectation value of S² = 2.01
- multiplicity = 3
- E_LUMO (spin up / spin down) (eV) = -3.4 / -3.3

Each line ends with the Löwdin charge.
Cartesian coordinates (Å):
C: -0.839 1.651 -4.811  -0.045
C: -0.139 1.864 -3.626  -0.214
C: -0.709 2.708 -2.615  -0.176
C: -2.025 3.270 -2.827  -0.135
C: -2.679 3.023 -4.061  -0.023
C: -2.091 2.244 -5.034  -0.068
C: -2.608 3.978 -1.773  0.061
C: -1.941 4.166 -0.561  -0.136
C: -0.628 3.576 -0.425  -0.181
C: 0.045 3.655 0.838  -0.213
C: -0.563 4.330 1.892  -0.037
C: -1.821 4.933 1.749  -0.067
C: -2.504 4.846 0.552  -0.022
H: -0.404 0.997 -5.568  0.117
H: -3.660 3.473 -4.216  0.119
H: -2.601 2.050 -5.978  0.112
H: -3.600 4.407 -1.907  0.132
H: -0.036 4.387 2.845  0.117
H: -2.255 5.455 2.604  0.112
H: -3.491 5.295 0.438  0.118
N: -0.084 2.870 -1.435  0.157
Pr: -0.496 -1.116 0.192  0.763
C: 1.193 1.167 -3.350  -0.282
H: 1.811 1.819 -2.718  0.083
H: 1.710 0.987 -4.306  0.102
C: 1.378 2.945 0.987  -0.282
H: 1.920 3.022 0.031  0.088
H: 1.945 3.406 1.809  0.100
P: 0.941 -0.398 -2.388  0.817
P: 1.192 1.125 1.299  0.821
C: 0.714 1.121 3.079  -0.252
H: 0.710 0.077 3.434  0.045
H: 1.442 1.711 3.657  0.060
H: -0.296 1.540 3.188  0.039
C: 2.962 0.709 1.425  -0.262
H: 3.475 1.387 2.120  0.061
H: 3.060 -0.326 1.767  0.026
H: 3.413 0.795 0.429  0.045
C: -0.006 -1.494 -3.555  -0.258
H: 0.481 -1.585 -4.543  0.061
H: -0.075 -2.498 -3.090  0.044
H: -1.025 -1.084 -3.679  0.045
C: 2.614 -1.158 -2.423  -0.265
H: 2.545 -2.139 -1.926  0.032
H: 3.007 -1.288 -3.445  0.060
H: 3.298 -0.513 -1.847  0.041
C: -2.297 -0.358 1.828  -0.110
O: -3.091 -0.020 2.602  0.127
H: -1.575 0.521 -0.282  -0.123
C: -1.298 -3.203 3.662  -0.058
N: -1.549 -3.109 2.203  -0.308
C: -2.968 -3.450 1.953  -0.091
C: -0.699 -4.033 1.406  -0.199
C: 0.797 -3.778 1.461  -0.284
C: 1.626 -4.740 2.075  -0.040
C: 3.014 -4.680 1.946  -0.073
C: 3.584 -3.616 1.244  -0.068
C: 2.752 -2.608 0.715  -0.169
C: 1.378 -2.682 0.830  -0.266
H: -2.007 -2.540 4.175  0.088
H: -0.278 -2.889 3.913  0.093
H: -1.463 -4.233 4.039  0.105
H: -3.202 -3.294 0.894  0.090
H: -3.174 -4.507 2.208  0.106
H: -3.623 -2.811 2.557  0.086
H: -0.906 -5.091 1.669  0.137
H: -1.042 -3.916 0.356  0.110
H: 1.181 -5.559 2.631  0.109
H: 3.650 -5.453 2.380  0.109
H: 4.662 -3.574 1.108  0.104
H: 3.255 -1.769 0.202  0.068